157
Properties=species:S:1:pos:R:3:forces:R:3:mulliken_charge:R:1 method="wB97M-V/def2-TZVPD" multiplicity=1 gap_ev=9.21 total_energy_ha=-6720.72634
C -1.858185 -3.171985 3.526653 0.682 0.264 0.080 -1.215
C -0.614413 -2.919101 3.101549 -1.109 -0.083 0.140 -0.524
C -0.423361 -2.693490 1.618140 0.510 0.242 1.106 0.120
C 1.028723 -2.809564 1.088950 -0.682 0.019 -0.348 -0.619
C 0.994227 -3.580119 -0.245316 -0.349 -0.928 0.418 -2.514
C 0.246240 -4.932346 -0.152816 -0.164 -1.407 -1.258 0.404
N -1.153922 -4.790998 -0.609041 0.438 0.097 0.898 -0.487
N 0.238099 -5.537235 1.153397 -0.496 0.841 0.361 -0.276
N 0.958385 -5.873768 -1.095016 0.354 0.940 0.405 -0.770
C 1.911968 -1.473933 1.127374 0.542 -0.724 -0.751 1.845
P 2.521535 -1.175451 -0.631202 1.197 0.809 0.473 -0.222
O 3.457598 -0.035814 -0.814373 -0.197 0.402 -0.053 -0.293
C 3.249685 -1.780012 1.895154 0.693 -0.341 0.160 1.941
C 4.177672 -0.602788 2.178068 -0.413 0.516 0.056 -1.280
C 3.119822 -2.684703 3.164924 -0.460 0.385 -0.141 -0.078
C 3.963182 -2.382339 4.400405 0.165 -0.791 0.294 -1.035
C 5.412295 -2.891273 4.348838 -0.263 0.538 0.737 -1.319
C 1.099156 -0.200198 1.504576 0.765 0.008 0.127 -0.250
C 1.623274 1.181623 1.032114 -1.187 1.053 0.305 -1.838
O 2.587372 1.752283 1.881201 0.223 -0.473 -0.129 0.051
C 2.934735 3.047931 1.450633 0.245 0.450 -0.234 -0.424
C 4.162886 3.108028 0.545836 -0.019 0.319 0.006 -0.698
O 5.214291 2.264631 0.966573 -0.368 -0.239 -0.197 -0.370
C 6.006196 1.855894 -0.130381 0.271 -0.048 -0.334 0.090
C 6.989014 0.784135 0.248039 -0.018 -0.285 0.048 -1.014
O 6.390905 -0.501995 0.213259 0.347 0.013 -0.059 -0.050
C 7.164533 -1.429419 0.946815 -0.429 0.019 0.135 -0.617
C 6.645657 -2.839361 0.699366 0.186 0.100 0.388 -0.788
B 0.767086 0.178188 3.042795 -0.775 0.623 0.408 -0.063
O 1.509695 -0.215015 4.136073 0.037 -0.590 -0.381 -0.294
N -0.352786 1.118411 3.268927 0.367 0.120 0.829 0.046
C -1.116541 0.644038 4.453201 0.031 -0.237 -0.366 -1.349
C 0.173472 2.467075 3.627541 0.384 -0.085 -0.729 -1.091
O -0.082183 -0.240793 0.623357 -0.244 -0.011 0.587 0.206
S -1.251708 -1.188446 1.054776 -2.157 -1.218 -1.056 1.826
O -2.209322 -0.697497 1.998231 0.885 0.695 0.964 -0.815
O -1.938634 -1.522087 -0.165016 0.788 -0.021 -0.986 -0.630
H -2.642763 -3.416328 2.824530 -0.132 0.393 0.041 0.102
H -2.128668 -3.062787 4.568762 0.096 -0.591 0.118 0.270
H 0.186753 -2.940061 3.830875 0.175 0.563 -0.190 0.441
H -1.093946 -3.435501 1.189144 0.177 0.044 -0.589 0.543
H 1.466047 -3.545075 1.752012 0.235 0.294 0.283 0.626
H 1.989480 -3.924207 -0.513373 0.253 0.558 -0.148 1.081
H 0.489974 -3.057502 -1.056912 0.265 0.237 -0.087 0.224
H -1.629582 -5.658966 -0.378627 -0.233 0.121 -0.181 0.282
H -1.132626 -4.691483 -1.616761 -0.241 0.050 0.014 0.289
H -0.203363 -6.446416 1.128956 0.229 -0.080 0.056 0.327
H 1.162697 -5.591464 1.555430 0.030 -0.327 -0.169 0.152
H 0.294063 -6.567545 -1.417382 0.079 -0.007 -0.142 0.318
H 1.282078 -5.326991 -1.888668 -0.086 -0.351 -0.219 0.236
H 1.355371 -1.024849 -1.363213 -0.157 -0.406 -0.004 0.022
H 3.260490 -2.297966 -1.053532 -0.708 -0.386 0.108 0.140
H 3.810164 -2.406572 1.189713 -0.080 -0.012 -0.138 0.948
H 4.294701 0.108283 1.368160 -0.170 -0.326 -0.132 -0.572
H 3.791624 -0.027911 3.013161 0.148 0.014 0.223 0.297
H 5.175685 -0.970308 2.398975 -0.179 -0.055 0.229 -0.299
H 3.327498 -3.722280 2.892389 0.018 -0.089 -0.056 0.618
H 2.077578 -2.685941 3.471997 -0.032 0.043 0.117 -1.043
H 3.510530 -2.956821 5.215268 -0.222 -0.015 -0.034 0.736
H 3.914277 -1.354921 4.746084 0.025 0.214 -0.290 0.261
H 5.712370 -3.065267 5.383074 0.215 -0.102 0.002 0.494
H 6.101492 -2.138605 3.974616 0.098 -0.180 -0.395 0.205
H 5.493764 -3.843690 3.830118 0.092 0.052 -0.227 0.266
H 1.820004 1.239282 -0.038654 0.606 -0.291 0.103 0.847
H 0.732199 1.814954 1.160531 -0.186 -0.163 -0.165 0.708
H 2.106607 3.473994 0.873213 0.012 0.143 0.107 -0.019
H 3.087063 3.711709 2.300645 -0.007 -0.382 0.394 0.569
H 4.518180 4.147153 0.574455 -0.100 0.092 -0.143 0.512
H 3.853128 2.911865 -0.484354 0.179 -0.365 -0.049 0.155
H 6.579109 2.701318 -0.533296 -0.036 0.154 0.089 0.525
H 5.391822 1.456359 -0.941899 -0.210 0.016 0.062 -0.079
H 7.805267 0.791586 -0.484610 0.127 0.114 0.078 0.404
H 7.404844 0.966866 1.244732 0.014 0.164 0.033 0.348
H 7.042770 -1.195335 2.012958 0.326 0.034 0.052 0.359
H 8.231394 -1.332626 0.720447 0.011 -0.009 -0.241 0.637
H 6.080908 -2.899727 -0.226926 0.139 0.020 -0.177 0.202
H 5.993756 -3.141294 1.517808 -0.133 -0.054 -0.037 -0.048
H 7.484575 -3.532013 0.691548 -0.059 -0.179 -0.174 0.425
H 1.181827 -1.003645 4.582319 0.225 0.110 0.064 0.415
H -0.689629 1.019936 5.383532 -0.047 0.085 0.110 0.441
H -1.112739 -0.444496 4.521492 -0.127 -0.049 -0.142 0.331
H -2.156812 0.945837 4.345186 -0.034 0.109 0.125 0.173
H 0.243323 3.091212 2.736687 -0.086 0.123 0.007 0.056
H -0.468351 2.962112 4.348239 -0.226 -0.030 -0.035 0.492
H 1.182405 2.407946 4.047977 -0.044 0.056 0.212 0.214
F 2.690792 0.883200 -5.542006 -0.143 -0.023 -0.115 -0.259
C 2.283364 0.389356 -4.356866 0.294 0.105 0.397 0.400
F 3.276020 -0.396491 -3.880971 -0.076 -0.119 -0.016 -0.209
C 1.019070 -0.459436 -4.507900 -0.314 -0.166 -0.636 0.773
F 1.273474 -1.541230 -5.274499 0.103 0.007 0.027 -0.321
F 0.719691 -0.925917 -3.254085 -0.069 0.197 -0.286 -0.204
C -0.256528 0.239655 -5.014552 -0.610 0.224 0.236 -0.907
O -0.591943 0.086759 -6.387938 0.712 -0.120 -0.179 -0.443
C -0.090228 0.939352 -7.347884 -0.475 0.162 0.699 0.808
F 0.582007 1.966790 -6.798763 0.114 -0.081 -0.133 -0.265
F -1.151174 1.470990 -7.998171 0.075 -0.057 -0.144 -0.311
C 0.753409 0.187396 -8.380344 0.128 -0.165 -0.316 0.161
F 1.810285 -0.407259 -7.795259 -0.026 0.061 0.108 -0.209
F 1.223121 1.062296 -9.299779 -0.090 0.051 0.062 -0.262
H 2.122587 1.214236 -3.656128 -0.043 -0.054 -0.015 0.075
H -1.074087 -0.257218 -4.492960 0.054 -0.110 -0.031 0.449
H -0.301312 1.281382 -4.698835 0.280 0.033 -0.093 0.512
H 0.153010 -0.574153 -8.882222 -0.079 0.052 0.042 0.240
F 2.257892 6.064397 -1.824035 -0.145 -0.087 -0.016 -0.159
C 1.967005 7.211033 -1.180689 0.338 0.251 0.033 0.035
F 2.898666 7.377042 -0.211407 -0.114 0.023 0.048 -0.270
C 0.578046 7.168393 -0.537577 -0.371 -0.527 0.193 0.959
F 0.536840 6.208963 0.412297 0.128 -0.030 -0.048 -0.203
F 0.422643 8.363135 0.101169 0.097 0.134 -0.202 -0.347
C -0.638173 7.015284 -1.472303 -0.491 0.342 -0.203 -0.856
O -1.206263 5.720858 -1.608255 0.636 -0.299 0.133 -0.204
C -0.739969 4.824928 -2.543331 -0.372 0.763 -0.105 0.554
F 0.163364 5.387738 -3.371542 0.099 -0.156 0.110 -0.311
F -1.791519 4.466904 -3.312896 0.085 -0.181 0.007 -0.287
C -0.189179 3.566858 -1.870888 0.113 -0.568 0.467 0.836
F 0.853311 3.878423 -1.070023 0.046 0.129 -0.165 -0.160
F 0.276294 2.708071 -2.824092 -0.070 0.107 -0.094 -0.166
H 2.046954 8.046246 -1.881886 -0.070 -0.005 -0.003 0.247
H -1.428981 7.594989 -0.998199 0.031 -0.063 0.116 0.404
H -0.470387 7.488438 -2.439951 0.260 -0.127 -0.034 0.312
H -0.950921 3.056975 -1.270918 0.476 0.339 -0.318 -0.371
F -4.233683 2.774168 1.908741 -0.208 -0.041 -0.179 -0.230
C -3.283646 2.722054 0.957419 0.551 -0.118 0.516 0.550
F -2.425066 3.746313 1.207031 0.001 0.048 -0.333 -0.192
C -3.862234 2.858078 -0.445969 -0.722 0.291 -0.109 0.920
F -4.434204 4.067228 -0.606724 0.134 0.057 0.004 -0.335
F -2.779780 2.802752 -1.296081 -0.617 -0.256 0.206 -0.321
C -4.836910 1.765680 -0.923066 0.089 -0.604 -0.432 -0.680
O -6.225579 2.058482 -0.863651 0.024 0.454 0.558 -0.400
C -6.956571 1.817042 0.278757 0.730 -0.417 -0.367 0.743
F -6.240009 1.153183 1.198752 -0.143 0.207 0.056 -0.209
F -7.988320 1.008597 -0.074360 -0.168 0.407 0.072 -0.323
C -7.556962 3.106961 0.841928 -0.274 0.303 0.099 0.103
F -6.587397 3.979180 1.175617 0.072 -0.112 -0.025 -0.217
F -8.265506 2.821907 1.959224 0.018 -0.110 -0.065 -0.265
H -2.727962 1.788918 1.047800 0.023 -0.205 0.075 -0.356
H -4.639927 1.658259 -1.989203 -0.015 0.118 -0.006 0.536
H -4.605367 0.793890 -0.485469 0.027 0.104 0.263 0.196
H -8.216099 3.574808 0.107594 0.007 -0.085 -0.045 0.280
F -7.159050 -4.729376 -1.210955 0.067 0.101 0.096 -0.203
C -8.104511 -3.998538 -1.830804 -0.217 -0.219 -0.246 0.066
F -8.068430 -4.322842 -3.145939 -0.023 0.108 -0.003 -0.276
C -7.854580 -2.496381 -1.677244 0.560 0.297 0.199 0.944
F -6.693366 -2.155401 -2.277006 0.024 -0.111 -0.035 -0.247
F -8.853271 -1.875392 -2.369459 -0.188 -0.157 0.079 -0.350
C -7.885615 -1.910991 -0.252951 -0.485 0.319 0.306 -0.839
O -6.642782 -1.682468 0.392827 0.299 -0.531 -0.422 -0.112
C -6.020549 -2.670924 1.125489 -0.693 0.287 0.127 0.381
F -6.808588 -3.757231 1.266571 0.149 -0.032 -0.068 -0.328
F -5.820181 -2.175428 2.367128 0.152 -0.056 -0.014 -0.272
C -4.654007 -3.020032 0.539401 0.570 0.191 -0.162 1.255
F -4.771970 -3.486463 -0.718666 -0.180 -0.070 0.032 -0.292
F -4.070774 -3.994832 1.288940 -0.232 -0.029 0.013 -0.301
H -9.086807 -4.272510 -1.435990 0.007 0.062 0.040 0.264
H -8.302152 -0.912170 -0.370899 0.107 -0.286 -0.111 0.373
H -8.584864 -2.443859 0.391730 0.114 -0.282 -0.078 0.374
H -4.000018 -2.145311 0.528181 -0.089 -0.009 0.072 -0.519